No. 1
The following is a DFT calculation (ωB97M-V with the def2-TZVPD basis set) of a molecular structure, C57H130N17O17.

Element x y z (Å)
C -0.45 2.46 1.09
C -0.25 1.21 0.17
C 1.14 1.52 -0.42
C 1.75 0.32 -1.16
C 1.94 -0.85 -0.21
C 0.52 -1.21 0.37
N -0.22 -0.04 0.91
O -1.52 -0.42 1.41
C 0.88 -2.07 1.68
C -0.41 -2.06 -0.64
C -1.23 1.25 -1.11
H 0.32 2.47 1.86
H -1.43 2.54 1.56
H -0.48 3.39 0.53
H 1.87 1.73 0.36
H 1.15 2.33 -1.15
H 2.63 0.55 -1.75
H 1.15 0.01 -2.01
H 2.64 -0.63 0.59
H 2.43 -1.59 -0.84
H 1.30 -1.39 2.42
H 1.62 -2.84 1.49
H 0.09 -2.62 2.21
H 0.18 -2.49 -1.46
H -1.21 -1.53 -1.16
H -0.64 -3.03 -0.22
H -2.28 1.18 -0.85
H -0.98 0.51 -1.86
H -1.02 2.12 -1.73
C 0.23 4.51 -1.05
C 0.41 4.22 -2.49
O 1.46 4.57 -3.08
N -0.57 3.54 -3.13
C -0.69 3.23 -4.55
H -0.63 3.88 -0.84
H 0.08 5.57 -0.83
H 1.08 4.21 -0.42
H -1.45 3.37 -2.65
H -1.42 2.45 -4.78
H 0.23 3.14 -5.13
H -1.20 4.06 -5.05
C -4.49 0.41 -5.57
C -3.18 0.68 -4.83
O -2.55 1.76 -4.92
N -2.75 -0.19 -3.94
C -1.39 -0.20 -3.51
H -4.83 -0.62 -5.57
H -4.38 0.73 -6.61
H -5.26 1.02 -5.10
H -3.28 -1.01 -3.68
H -1.29 0.18 -2.49
H -0.72 0.33 -4.18
H -1.09 -1.23 -3.34
C 2.07 -0.04 3.70
C 0.93 0.85 4.00
O 0.89 1.40 5.09
N -0.16 0.88 3.19
C -1.33 1.69 3.55
H 2.86 0.23 4.40
H 2.27 0.07 2.63
H 1.82 -1.08 3.90
H -0.29 0.30 2.37
H -1.56 2.42 2.77
H -1.27 2.36 4.41
H -2.17 1.00 3.64
C 1.85 -2.96 3.20
C 3.18 -3.71 3.02
O 3.53 -4.24 1.95
N 4.00 -3.80 4.10
C 5.40 -4.26 4.21
H 1.81 -2.10 3.88
H 0.99 -3.58 3.43
H 1.51 -2.57 2.24
H 3.74 -3.23 4.90
H 6.22 -3.55 4.34
H 5.67 -4.82 3.31
H 5.50 -4.84 5.12
C -1.91 -3.47 1.90
C -1.20 -3.04 3.29
O -0.82 -3.85 4.08
N -0.95 -1.73 3.52
C -0.29 -1.38 4.73
H -1.16 -3.90 1.22
H -2.24 -2.53 1.48
H -2.65 -4.24 2.09
H -1.27 -0.91 3.03
H -0.21 -0.29 4.79
H 0.67 -1.85 4.91
H -0.93 -1.58 5.59
C 0.15 4.80 1.24
C 0.89 5.23 2.51
O 0.66 4.65 3.60
N 1.96 6.06 2.37
C 2.89 6.55 3.38
H 0.65 4.23 0.46
H -0.46 5.65 0.96
H -0.54 3.98 1.45
H 1.98 6.63 1.54
H 2.37 7.30 3.97
H 3.73 7.11 2.96
H 3.31 5.75 3.99
C 2.89 -4.71 -0.32
C 1.99 -5.32 0.81
O 2.41 -6.34 1.35
N 0.83 -4.74 1.01
C -0.06 -5.34 1.97
H 3.86 -4.41 0.08
H 2.39 -3.83 -0.72
H 3.17 -5.37 -1.14
H 0.36 -4.02 0.49
H -0.41 -4.58 2.68
H 0.44 -6.16 2.49
H -0.79 -5.70 1.24
C -2.43 3.83 0.08
C -2.85 3.80 1.56
O -3.96 3.41 1.93
N -2.08 4.34 2.42
C -2.27 4.40 3.91
H -1.35 3.96 0.11
H -2.91 4.69 -0.39
H -2.62 2.91 -0.47
H -1.11 4.30 2.14
H -1.46 4.96 4.38
H -2.28 3.41 4.37
H -3.20 4.88 4.21
C 4.59 -3.20 0.02
C 5.18 -1.79 -0.10
O 6.14 -1.51 -0.85
N 4.69 -0.88 0.77
C 3.98 -1.21 1.94
H 5.24 -4.02 0.32
H 4.21 -3.59 -0.92
H 3.78 -3.18 0.75
H 5.07 0.05 0.70
H 3.91 -0.25 2.46
H 4.55 -1.87 2.59
H 2.92 -1.48 1.91
C -3.60 -2.15 -2.25
C -4.77 -1.06 -2.29
O -5.83 -1.35 -2.82
N -4.65 0.00 -1.48
C -3.84 0.09 -0.27
H -3.18 -2.62 -1.36
H -2.81 -1.56 -2.72
H -3.86 -2.78 -3.10
H -5.55 0.44 -1.36
H -3.66 1.15 -0.08
H -2.92 -0.49 -0.40
H -4.33 -0.42 0.55
C 4.04 -1.32 -2.71
C 2.83 -1.84 -3.36
O 2.98 -2.50 -4.33
N 1.64 -1.43 -2.91
C 0.48 -1.95 -3.58
H 4.78 -1.09 -3.48
H 4.54 -2.17 -2.24
H 3.72 -0.59 -1.96
H 1.51 -0.66 -2.26
H -0.13 -2.61 -2.96
H 0.58 -2.53 -4.50
H -0.08 -1.18 -4.12
C -0.45 -4.46 -1.81
C -1.49 -5.54 -1.89
O -1.27 -6.63 -1.29
N -2.62 -5.17 -2.44
C -3.74 -6.17 -2.65
H -0.67 -3.48 -1.39
H 0.00 -4.22 -2.78
H 0.40 -4.80 -1.22
H -2.50 -4.40 -3.09
H -4.47 -5.76 -1.95
H -3.43 -7.15 -2.31
H -4.07 -6.06 -3.69
C -4.75 -2.06 4.20
C -4.23 -0.63 4.03
O -4.35 0.18 4.99
N -3.86 -0.30 2.78
C -3.54 0.96 2.22
H -4.60 -2.70 3.32
H -5.73 -2.10 4.67
H -3.96 -2.40 4.88
H -3.59 -1.18 2.36
H -4.46 1.45 1.89
H -2.94 0.62 1.37
H -2.84 1.61 2.75
C 2.84 -0.61 -5.87
C 2.02 0.49 -5.17
O 1.18 1.18 -5.70
N 2.15 0.56 -3.84
C 1.61 1.63 -3.00
H 3.07 -0.22 -6.86
H 2.19 -1.49 -5.97
H 3.74 -0.95 -5.35
H 2.59 -0.23 -3.40
H 2.17 1.72 -2.06
H 0.64 1.29 -2.64
H 1.47 2.60 -3.48
C -3.61 1.79 -2.26
C -3.00 3.18 -2.12
O -1.83 3.27 -1.71
N -3.77 4.27 -2.33
C -4.99 4.27 -2.99
H -4.55 2.01 -1.74
H -2.92 1.09 -1.79
H -3.78 1.46 -3.29
H -3.31 5.17 -2.26
H -4.95 3.62 -3.86
H -5.35 5.26 -3.26
H -5.78 3.90 -2.33
C 3.58 1.58 1.63
C 4.86 2.11 1.07
O 5.66 1.24 0.56
N 5.05 3.44 0.73
C 4.15 4.52 1.01
H 3.16 2.24 2.39
H 3.80 0.72 2.28
H 2.86 1.40 0.83
H 5.94 3.58 0.28
H 3.43 4.33 1.80
H 3.56 4.67 0.10
H 4.70 5.45 1.16

LUMO energy	0.0573	Ha
electronic energy	-4457.3440	Ha
HOMO level	-0.1928	Ha
molecular weight	1325.77	g mol⁻¹
energy relative to the best compared isomer or geometry (same formula, charge and spin)	1740.8	kcal per mole
net charge	-1

Results of the Mulliken charge analysis, in e, for atoms 1 through 4:
1 C -0.294
2 C -0.762
3 C -0.374
4 C -2.120

No. 2
The following is a DFT calculation (ωB97M-V with the def2-TZVPD basis set) of a molecular structure, C57H132CsN3O6P2S.

Element x y z (Å)
Cs -32.70 5.19 -32.65
S -35.47 4.59 -30.50
O -36.56 5.52 -30.59
O -35.62 3.64 -29.38
O -35.39 3.83 -31.71
O -34.25 5.38 -30.30
C -31.16 -0.82 -32.24
C -31.62 0.42 -31.50
C -32.97 0.17 -30.82
C -33.48 1.51 -30.20
P -33.38 1.54 -28.41
C -34.91 0.83 -27.83
C -35.21 -0.63 -28.13
C -36.67 -0.86 -27.93
C -37.64 -0.52 -29.21
C -33.16 3.09 -27.62
C -31.82 3.92 -27.88
C -31.70 5.26 -27.12
C -31.21 5.06 -25.67
C -31.80 0.67 -27.97
C -31.47 0.46 -26.41
C -30.03 -0.03 -26.13
C -29.00 1.09 -26.45
H -30.21 -0.81 -32.78
H -31.90 -1.07 -32.99
H -31.19 -1.74 -31.65
H -31.72 1.30 -32.13
H -30.97 0.72 -30.67
H -32.88 -0.61 -30.07
H -33.65 -0.21 -31.58
H -34.52 1.66 -30.47
H -32.97 2.43 -30.50
H -35.65 1.48 -28.28
H -34.92 0.99 -26.75
H -34.66 -1.25 -27.42
H -34.78 -0.87 -29.10
H -37.01 -0.35 -27.02
H -36.86 -1.92 -27.74
H -38.29 -1.35 -29.50
H -37.10 -0.43 -30.15
H -38.28 0.35 -29.08
H -33.39 2.96 -26.56
H -34.01 3.75 -27.83
H -31.90 4.16 -28.95
H -30.97 3.31 -27.58
H -32.67 5.71 -26.93
H -31.06 6.00 -27.61
H -31.98 4.48 -25.17
H -31.11 5.97 -25.08
H -30.27 4.50 -25.65
H -30.98 1.15 -28.50
H -31.79 -0.36 -28.34
H -32.08 -0.32 -25.96
H -31.78 1.35 -25.86
H -29.82 -0.93 -26.71
H -29.88 -0.37 -25.10
H -28.95 1.25 -27.53
H -27.98 0.79 -26.19
H -29.11 2.09 -26.03
C -38.32 0.31 -33.13
C -39.18 1.10 -32.18
C -39.51 2.53 -32.70
C -38.38 3.55 -32.71
P -38.71 5.16 -33.38
C -39.81 5.07 -34.82
C -39.03 4.76 -36.12
C -39.88 4.27 -37.27
C -40.38 2.81 -37.01
C -39.39 6.26 -32.09
C -40.94 6.07 -31.88
C -41.57 7.55 -31.90
C -43.07 7.70 -31.68
C -37.10 5.85 -33.92
C -37.15 7.29 -34.34
C -35.92 7.85 -35.12
C -35.93 7.49 -36.60
H -37.37 0.85 -33.19
H -38.82 0.11 -34.08
H -37.97 -0.57 -32.61
H -38.92 1.03 -31.12
H -40.14 0.57 -32.23
H -40.26 2.98 -32.05
H -39.94 2.45 -33.70
H -37.61 3.15 -33.37
H -37.82 3.62 -31.78
H -40.32 6.03 -34.91
H -40.70 4.44 -34.75
H -38.27 3.98 -36.04
H -38.40 5.64 -36.25
H -39.21 4.40 -38.12
H -40.77 4.89 -37.36
H -39.69 2.00 -36.75
H -40.87 2.42 -37.90
H -41.16 2.88 -36.25
H -39.16 7.29 -32.36
H -38.91 6.21 -31.11
H -41.20 5.53 -30.97
H -41.31 5.43 -32.68
H -41.31 8.19 -32.74
H -41.12 8.05 -31.05
H -43.35 8.74 -31.54
H -43.46 7.11 -30.85
H -43.55 7.37 -32.61
H -36.56 5.19 -34.61
H -36.54 5.79 -32.98
H -37.25 7.95 -33.48
H -38.01 7.64 -34.91
H -35.09 7.41 -34.57
H -35.83 8.92 -34.92
H -36.64 8.06 -37.20
H -36.10 6.42 -36.74
H -34.98 7.75 -37.06
C -40.87 5.08 -26.73
C -39.35 5.40 -26.92
N -38.39 4.13 -26.95
C -36.92 4.62 -26.73
C -38.88 3.13 -25.78
C -38.69 3.76 -24.38
C -38.36 3.48 -28.37
C -39.78 3.13 -29.00
O -40.73 2.29 -28.43
C -41.84 1.96 -29.31
H -41.31 4.49 -27.54
H -41.40 6.03 -26.73
H -41.17 4.62 -25.78
H -39.00 6.07 -26.14
H -39.33 6.04 -27.80
H -36.55 5.19 -27.59
H -36.46 3.64 -26.66
H -36.74 5.25 -25.85
H -38.27 2.23 -25.86
H -39.93 2.89 -25.93
H -39.14 4.76 -24.32
H -37.61 3.75 -24.22
H -39.16 3.24 -23.54
H -37.68 2.63 -28.37
H -37.88 4.25 -28.98
H -39.47 2.75 -29.98
H -40.21 4.06 -29.38
H -42.28 2.85 -29.75
H -42.63 1.44 -28.77
H -41.52 1.24 -30.06
C -34.39 1.76 -34.03
C -34.33 0.72 -35.22
N -33.71 1.25 -36.52
C -32.17 1.47 -36.16
C -33.88 0.18 -37.62
C -33.40 0.42 -39.04
C -34.29 2.62 -36.92
C -35.86 2.67 -37.23
O -36.15 2.15 -38.50
C -37.37 1.37 -38.56
H -35.12 2.54 -34.21
H -33.44 2.23 -33.76
H -34.70 1.30 -33.09
H -35.35 0.45 -35.49
H -33.80 -0.19 -34.93
H -31.83 0.47 -35.90
H -32.16 2.17 -35.32
H -31.60 1.77 -37.04
H -34.91 -0.17 -37.60
H -33.29 -0.70 -37.35
H -32.44 0.93 -39.07
H -34.09 1.08 -39.56
H -33.27 -0.53 -39.57
H -33.73 2.98 -37.79
H -33.99 3.31 -36.14
H -36.17 3.70 -37.36
H -36.41 2.39 -36.33
H -37.70 0.94 -37.62
H -37.29 0.39 -39.02
H -38.23 1.82 -39.06
C -39.12 11.62 -30.55
C -39.02 10.46 -29.64
C -37.91 9.42 -29.80
C -36.52 10.04 -29.91
N -35.26 9.09 -30.02
C -35.16 8.10 -28.84
C -33.68 7.96 -28.51
C -32.86 9.01 -29.23
C -33.94 9.94 -29.88
C -35.31 8.32 -31.34
H -38.24 12.27 -30.51
H -39.94 12.30 -30.32
H -39.15 11.27 -31.58
H -39.95 9.89 -29.74
H -38.98 10.66 -28.57
H -38.04 8.87 -30.73
H -37.93 8.67 -29.01
H -36.30 10.58 -28.99
H -36.44 10.73 -30.75
H -35.71 7.20 -29.10
H -35.59 8.60 -27.97
H -33.17 7.01 -28.71
H -33.49 8.09 -27.44
H -32.37 8.47 -30.03
H -32.06 9.46 -28.64
H -33.65 10.45 -30.79
H -34.14 10.73 -29.15
H -34.42 7.70 -31.35
H -35.32 9.06 -32.14
H -36.26 7.78 -31.33

LUMO energy	-0.2966	Ha
electronic energy	-3966.4188	Ha
HOMO level	-0.6184	Ha
molecular weight	1182.62	g mol⁻¹
net charge	+4

Results of the Mulliken charge analysis, in e, for atoms 1 through 4:
1 Cs 1.295
2 S 0.741
3 O -1.275
4 O -0.761